Formula: C9H8BrF3N2
Source: OMol25
Level of theory: wB97M-V/def2-TZVPD

The geometry in XYZ format:
```
23
Properties=species:S:1:pos:R:3:forces:R:3:lowdin_spin:R:1
C -0.400 2.507 1.494 4.04 -1.07 1.17 0.191
C 0.616 1.565 1.118 0.08 3.76 3.93 0.244
C -1.466 2.599 0.659 -3.50 1.47 -0.06 0.349
C 0.458 0.700 -0.001 0.81 -0.59 -0.28 0.460
C -0.826 0.815 -0.688 -0.87 2.60 1.29 0.191
C 1.452 -0.281 -0.412 -1.64 -1.42 0.82 0.080
C -1.073 -1.192 -1.870 -0.69 1.52 2.10 0.016
C -1.346 -2.169 -0.761 0.34 4.71 -0.87 0.014
C 1.801 -1.229 0.724 0.37 0.10 2.55 0.017
N -1.705 1.741 -0.311 -0.20 -2.75 -3.22 0.060
N -0.939 0.063 -1.787 -0.84 -0.61 0.00 0.182
F 2.578 -2.295 0.434 -0.96 0.37 -0.52 0.005
F 2.469 -0.567 1.682 0.38 0.12 0.16 0.002
F 0.678 -1.672 1.413 0.77 -0.15 -1.35 0.010
Br 3.109 0.560 -0.931 0.98 0.40 -0.84 0.141
H -0.347 3.245 2.372 0.40 -1.45 -1.42 0.002
H 1.556 1.711 1.730 -1.06 -0.89 -1.12 0.011
H -2.298 3.323 0.804 0.89 -0.39 0.06 0.017
H 0.986 -0.941 -1.150 0.88 0.43 -0.38 0.000
H -1.020 -1.532 -2.816 0.27 -1.50 -3.31 0.002
H -0.727 -2.933 -0.941 2.44 -3.15 0.14 0.001
H -2.310 -2.449 -0.868 -3.24 -1.22 -0.24 0.000
H -1.246 -1.571 0.107 0.32 -0.28 1.37 0.005
```
Forces are in eV/Å.

Calculated values
Spin multiplicity = 3
E_LUMO (spin up / spin down) = 0.2 / -3.2 eV

---

Formula: C9H8ClNO3
Source: OMol25
Level of theory: wB97M-V/def2-TZVPD

The geometry in XYZ format:
```
22
Properties=species:S:1:pos:R:3:forces:R:3:lowdin_spin:R:1
C -0.923 -2.285 -2.144 0.44 2.85 1.84 0.029
C -0.843 -1.311 -1.394 -0.48 -2.10 -0.64 0.007
C -1.076 2.087 -0.194 2.27 7.66 2.16 0.210
C -1.550 0.988 -0.707 -0.51 -5.11 -1.22 0.392
C 0.942 1.497 0.862 7.28 -7.26 1.69 0.511
C 0.040 2.399 0.648 -7.52 3.70 -2.67 0.350
C 0.989 0.196 0.064 -2.61 3.06 -1.21 0.121
C -0.853 -0.274 -0.332 1.24 0.51 -2.12 0.113
C 1.710 -0.985 0.536 0.25 0.70 4.47 0.012
N -1.236 -0.824 0.956 -1.57 0.04 1.09 0.032
O -1.854 -0.109 1.740 0.74 -0.13 -0.39 0.011
O -0.977 -1.986 1.167 0.29 -0.60 0.16 0.033
O 2.129 -1.817 -0.425 -0.33 -3.08 -2.09 0.001
Cl 0.056 3.838 1.598 0.08 -0.04 -0.58 0.101
H -0.901 -3.085 -2.843 -0.09 -0.06 -0.08 0.002
H -1.590 2.960 -0.625 0.04 0.10 0.98 0.005
H -2.436 1.102 -1.341 0.60 -0.87 -0.02 0.017
H 1.853 1.726 1.478 -1.17 -0.49 -0.29 0.021
H 1.273 0.541 -0.965 -0.40 -0.83 0.48 0.025
H 1.130 -1.498 1.410 0.92 0.75 -1.54 0.003
H 2.616 -0.575 1.059 -0.40 -0.29 -0.26 0.004
H 1.503 -2.587 -0.549 0.91 1.48 0.22 0.000
```
Forces are in eV/Å.

Calculated values
Spin multiplicity = 3
Energy relative to the best compared isomer or geometry (same formula, charge and spin) = 29.3 kcal per mole
E_LUMO (spin up / spin down) = 0.1 / -3.2 eV

---

Formula: C9H8ClNOS
Source: OMol25
Level of theory: wB97M-V/def2-TZVPD

The geometry in XYZ format:
```
21
Properties=species:S:1:pos:R:3:forces:R:3:nbo_charge:R:1
N -2.110 1.858 1.081 -6.25 -6.11 -2.62 -0.386
C -2.708 0.919 0.533 1.66 4.89 2.61 0.120
S -3.608 -0.346 -0.370 2.61 0.95 1.98 0.271
C -2.353 -1.745 0.010 -4.29 -1.73 0.71 -0.486
C -0.971 -1.473 -0.388 0.24 -0.95 -0.86 -0.149
O -0.488 -0.835 0.782 -0.01 0.78 -1.12 -0.528
C 0.438 0.040 0.282 1.46 -1.03 2.27 0.252
C 0.160 1.357 0.179 3.23 0.98 -1.50 -0.256
C 1.374 2.085 -0.106 -1.04 -0.18 -0.55 -0.181
C 2.612 1.608 -0.364 0.24 -3.01 0.69 -0.220
C 2.786 0.184 -0.194 1.67 3.13 -0.78 -0.215
C 1.751 -0.545 0.149 -2.60 -1.51 0.40 -0.055
Cl 1.857 -2.317 0.393 0.54 1.02 0.03 -0.031
H -2.236 -1.916 1.141 -0.96 0.27 -1.64 0.263
H -3.068 -2.600 -0.422 2.33 1.41 0.60 0.242
H -0.394 -2.419 -0.458 -0.53 0.46 -0.66 0.225
H -0.826 -0.795 -1.282 -0.35 -1.05 0.78 0.215
H -0.858 1.812 0.207 2.53 -0.38 -0.25 0.274
H 1.346 3.098 -0.231 -0.77 2.76 -0.13 0.200
H 3.510 2.154 -0.637 -0.52 0.40 0.13 0.221
H 3.787 -0.123 -0.304 0.84 -1.07 -0.11 0.223
```
Forces are in eV/Å.

Calculated values
Energy relative to the best compared isomer or geometry (same formula, charge and spin) = 79.7 kcal per mole
SMILES = N#CSCCOc1ccccc1Cl
E_LUMO = 0.1 eV

---

Formula: C9H8INOS
Source: OMol25
Level of theory: wB97M-V/def2-TZVPD

The geometry in XYZ format:
```
21
Properties=species:S:1:pos:R:3:forces:R:3:nbo_charge:R:1
C -0.958 2.672 -1.491 -1.72 0.20 1.59 -0.660
C -0.436 2.223 -0.172 -0.24 -1.07 -1.41 0.254
O -0.746 2.903 0.928 -0.51 1.41 1.21 -0.397
C -0.168 2.254 1.960 1.29 -1.59 -1.67 0.312
N 0.490 1.171 1.599 -0.99 2.28 0.04 -0.448
C 0.298 1.200 0.236 2.25 -4.75 -2.22 0.053
C 0.903 -0.064 -0.660 0.78 1.74 1.26 -0.259
I 3.159 -0.111 -0.029 -0.84 0.09 -0.31 -0.026
C 0.352 -1.395 -0.243 0.54 -1.25 0.19 -0.246
C 0.382 -2.692 -0.851 -0.17 3.03 2.16 -0.231
C -0.120 -3.669 0.104 0.74 -1.71 -3.85 -0.272
C -0.456 -3.199 1.292 -0.92 0.63 3.22 -0.386
S -0.086 -1.487 1.491 -0.72 -1.76 -1.67 0.434
H -1.485 1.961 -2.140 0.57 -0.18 0.44 0.239
H -1.727 3.378 -1.147 0.09 0.24 -0.70 0.237
H -0.192 3.189 -1.985 0.89 0.77 -1.08 0.232
H -0.022 2.804 2.829 -0.39 0.55 1.60 0.194
H 1.149 0.138 -1.744 -1.07 -0.26 1.30 0.259
H 0.836 -2.816 -1.843 -0.54 -0.30 0.51 0.235
H -0.209 -4.717 -0.299 -0.12 1.08 1.03 0.228
H -0.963 -3.745 2.167 1.08 0.86 -1.62 0.247
```
Forces are in eV/Å.

Calculated values
Energy relative to the best compared isomer or geometry (same formula, charge and spin) = 0.0 kcal per mole
SMILES = Cc1ocnc1[C@@H](I)c1cccs1
E_LUMO = -0.3 eV

---

Formula: C9H8InO6
Source: OMol25
Level of theory: wB97M-V/def2-TZVPD

The geometry in XYZ format:
```
24
Properties=species:S:1:pos:R:3:forces:R:3:nbo_charge:R:1
O 2.438 -3.900 2.438 0.34 0.40 -2.50 -0.426
C 2.563 -3.689 1.325 -0.39 -0.31 2.44 0.437
In 0.777 -0.290 -1.883 -0.32 0.01 1.31 1.377
O 3.172 -2.724 -3.611 -2.43 2.48 1.76 -0.229
C 2.460 -1.995 -3.101 1.80 -1.81 -1.39 0.543
C -0.082 1.386 -3.640 -1.71 2.39 -0.92 0.565
O -0.622 2.233 -4.180 2.07 -3.14 1.77 -0.207
C 2.730 0.627 -0.740 2.64 2.51 2.23 0.545
O 3.492 1.225 -0.126 -3.10 -2.63 -2.58 -0.204
C -0.764 -2.168 -1.698 -3.11 -2.46 0.61 0.546
O -1.600 -2.927 -1.515 3.43 2.95 -0.74 -0.202
C -1.202 0.782 2.357 -0.68 -0.14 -0.13 -0.433
C -1.849 1.741 1.342 0.21 0.58 0.20 -0.437
C -1.421 1.228 -0.020 -1.24 0.68 -0.69 -0.083
O -0.303 0.334 0.185 0.95 -0.51 -2.64 -0.611
C -0.096 0.085 1.593 1.17 -0.96 1.66 -0.078
H -0.822 1.327 3.224 0.05 -0.13 -0.17 0.285
H -1.949 0.063 2.706 0.25 0.01 -0.05 0.258
H -1.469 2.753 1.512 -0.14 -0.13 -0.18 0.255
H -2.937 1.763 1.443 0.20 0.00 -0.09 0.283
H -2.204 0.658 -0.519 -0.19 -0.13 0.07 0.201
H -1.101 2.020 -0.697 0.11 0.20 0.07 0.193
H 0.889 0.461 1.851 0.13 0.16 0.04 0.205
H -0.099 -0.992 1.754 -0.03 -0.03 -0.08 0.219
```
Forces are in eV/Å.

Calculated values
Total charge = +3
Energy relative to the best compared isomer or geometry (same formula, charge and spin) = 35.9 kcal per mole
E_LUMO = -15.9 eV

---

Formula: C9H8N2O2
Source: OMol25
Level of theory: wB97M-V/def2-TZVPD

The geometry in XYZ format:
```
21
Properties=species:S:1:pos:R:3:forces:R:3:nbo_charge:R:1
C -1.332 1.916 -0.213 -1.97 -1.89 -1.26 -0.603
C -1.535 0.461 0.396 0.16 -0.60 -0.94 -0.322
C -2.576 -0.737 0.115 3.16 1.51 -0.37 0.332
N -3.947 -0.430 -0.157 0.80 -0.42 0.33 0.504
O -4.643 -1.268 -0.620 -1.36 -1.68 -0.77 -0.329
O -4.247 0.706 0.054 -0.74 2.06 0.47 -0.378
N -2.032 -1.892 0.056 -1.36 0.86 -0.21 -0.316
C -0.660 -1.685 0.143 0.66 -0.07 1.70 0.051
C 0.300 -2.687 0.207 -3.50 -3.58 -0.83 -0.169
C 1.563 -2.328 0.142 3.16 1.83 -0.46 -0.230
C 1.947 -0.973 0.050 -2.00 -0.76 0.85 -0.174
C 1.036 0.042 0.248 0.61 0.84 -0.16 -0.249
C -0.299 -0.358 0.370 0.19 0.12 -1.77 0.055
H -1.317 2.723 0.511 -0.17 -0.22 0.33 0.225
H -2.273 2.051 -0.889 2.19 0.24 0.71 0.244
H -0.324 1.841 -0.677 -1.18 0.57 -0.40 0.218
H -1.609 0.537 1.428 -0.86 0.61 2.47 0.259
H -0.006 -3.812 0.123 0.48 2.32 0.33 0.232
H 2.364 -3.018 0.053 0.41 -0.83 0.02 0.216
H 2.928 -0.770 -0.173 2.23 0.59 -0.28 0.207
H 1.421 1.113 0.202 -0.93 -1.52 0.24 0.226
```
Forces are in eV/Å.

Calculated values
Energy relative to the best compared isomer or geometry (same formula, charge and spin) = 127.8 kcal per mole
SMILES = C[C@H]1C([N+](=O)[O-])=Nc2ccccc21
E_LUMO = -0.9 eV

---

Formula: C9H8O
Source: OMol25
Level of theory: wB97M-V/def2-TZVPD

The geometry in XYZ format:
```
18
Properties=species:S:1:pos:R:3:forces:R:3:nbo_charge:R:1
C 2.585 -0.763 -0.751 2.85 -0.32 0.49 0.365
C 1.686 -1.846 -0.737 -6.60 6.67 2.97 -0.294
C 0.325 -1.752 -0.503 -0.46 -1.34 0.39 -0.057
C -0.284 -0.479 -0.103 -0.69 3.14 2.78 -0.165
C -1.054 0.345 -0.880 -0.71 -2.07 -6.11 -0.133
C -1.693 1.509 -0.511 2.44 -0.67 4.45 -0.238
C -1.588 2.008 0.775 6.86 -10.77 -4.07 -0.124
C -0.770 1.243 1.668 -2.73 2.82 -4.93 -0.245
C -0.180 0.171 1.236 3.16 -7.55 1.47 -0.148
H 2.265 0.133 -0.334 -1.20 2.08 0.53 0.129
H 1.780 -2.682 -1.071 3.09 -9.82 -3.81 0.196
H -0.536 -2.770 -0.551 3.20 3.21 -0.07 0.240
H -1.253 0.018 -2.193 0.63 0.81 4.31 0.191
H -2.399 1.983 -0.980 -3.41 2.22 -3.94 0.208
H -1.982 2.723 1.136 -5.67 9.50 4.01 0.168
H -0.928 1.487 2.599 0.27 1.04 5.13 0.204
H 0.252 -0.486 2.206 -0.64 1.40 -3.07 0.204
O 3.775 -0.843 -1.006 -0.37 -0.36 -0.51 -0.502
```
Forces are in eV/Å.

Calculated values
Energy relative to the best compared isomer or geometry (same formula, charge and spin) = 139.0 kcal per mole
E_LUMO = -0.3 eV

---

Formula: C9H8O3
Source: OMol25
Level of theory: wB97M-V/def2-TZVPD

The geometry in XYZ format:
```
20
Properties=species:S:1:pos:R:3:forces:R:3:nbo_charge:R:1
C -2.188 2.468 0.125 1.43 -0.60 1.36 0.684
C -1.508 1.261 -0.137 3.77 -5.63 -3.88 -0.295
C -0.249 0.997 0.383 -3.17 1.36 0.19 -0.094
C 0.660 -0.143 0.324 -1.25 0.53 -1.95 -0.143
C 1.829 -0.168 1.032 0.96 1.86 3.92 -0.171
C 2.666 -1.269 1.033 3.91 -1.01 0.05 -0.234
C 2.443 -2.278 0.099 -1.42 -3.26 -3.82 -0.235
C 1.162 -2.313 -0.681 1.17 3.17 2.32 0.277
C 0.337 -1.155 -0.596 -1.75 -2.39 -0.67 -0.201
H -3.301 1.718 -1.167 -0.47 3.82 2.78 0.485
H -1.928 0.510 -1.229 1.10 2.23 3.63 0.143
H -0.077 1.827 1.070 0.70 -0.25 0.22 0.247
H 2.085 0.664 1.878 -0.88 -1.87 -2.45 0.232
H 3.738 -1.267 1.669 -3.26 0.04 -1.81 0.237
H 3.107 -3.228 -0.463 -1.30 2.90 2.75 0.243
H 0.416 -4.323 -1.100 2.20 5.15 -1.89 0.490
H -0.744 -1.191 -1.174 3.15 0.26 1.50 0.226
O -3.283 2.605 -0.460 -4.75 -3.34 -6.16 -0.612
O -1.847 3.263 0.920 1.68 2.58 2.59 -0.587
O 0.855 -3.257 -1.583 -1.82 -5.55 1.30 -0.693
```
Forces are in eV/Å.

Calculated values
Energy relative to the best compared isomer or geometry (same formula, charge and spin) = 124.2 kcal per mole
E_LUMO = -0.5 eV